{
  "formula": "C11H15BrO",
  "method": "ωB97M-V/def2-TZVPD",
  "mol_weight_g_mol": 243.14,
  "total_charge": 0,
  "e_above_lowest_kcal_mol": 0.0,
  "multiplicity": 3,
  "homo_ev": [-5.90, -8.97],
  "gap_ev": [6.75, 7.83],
  "symbols": ["C", "C", "C", "C", "C", "C", "C", "C", "C", "C", "C", "O", "Br", "H", "H", "H", "H", "H", "H", "H", "H", "H", "H", "H", "H", "H", "H", "H"],
  "coordinates": [[2.352, -0.177, -0.821], [1.512, -1.176, -0.065], [0.612, 1.751, 2.159], [1.119, 2.695, 1.086], [-2.346, -1.936, -0.313], [-1.956, -1.821, 1.115], [1.049, 0.291, -0.141], [0.599, 1.339, 0.746], [-0.297, 0.991, -0.391], [-2.155, -0.649, 0.217], [-0.979, 0.946, -2.564], [-0.785, 1.719, -1.342], [-3.736, 0.462, 0.159], [3.251, 0.172, -0.343], [2.327, -0.004, -1.890], [1.015, -1.808, -0.714], [2.093, -1.450, 0.798], [1.320, 1.405, 2.750], [-0.402, 2.045, 2.595], [0.488, 3.559, 0.828], [2.191, 2.795, 0.861], [-1.633, -2.310, -1.077], [-3.293, -2.463, -0.650], [-2.724, -1.931, 1.770], [-0.943, -2.021, 1.508], [-1.398, 1.588, -3.340], [-1.691, 0.226, -2.349], [-0.022, 0.552, -2.733]],
  "forces_ev_per_angstrom": [[-1.3, 2.1, -0.1], [1.0, 2.9, 0.3], [-4.6, 2.5, -2.0], [0.4, 0.3, -0.8], [0.0, -3.6, -3.3], [2.5, 1.1, -0.6], [0.6, -1.7, -1.3], [-1.3, 1.1, -0.8], [3.3, -1.7, 2.9], [-2.6, 0.6, 0.5], [0.0, 2.2, 0.9], [-0.9, 1.5, -1.9], [0.8, 0.1, 0.4], [0.3, 0.0, 0.1], [0.2, -0.7, -0.1], [-1.1, -1.8, -0.5], [-0.6, -0.8, 0.4], [2.9, -1.9, 2.9], [1.7, -0.5, -0.4], [0.4, -0.5, 0.0], [-0.4, 0.2, 0.7], [0.3, 0.3, 0.7], [0.6, 1.3, 0.9], [-2.0, -0.6, 2.1], [-0.6, 0.0, -0.5], [0.5, 0.2, 0.1], [-1.3, -1.7, 0.3], [1.1, -0.8, -1.1]]
}